The following is a quantum chemistry calculation of a molecular structure, C2H6BrN, from the OMol25 dataset.

The spin multiplicity is 3. As for the expectation value of S²: 2.0080. The total energy comes out at -73698.165 eV. Its charge is 0. The value obtained for the max |F| is 6.51 eV Å⁻¹. The highest occupied orbital energy (alpha / beta) comes out at -5.256 / -9.755 eV.

XYZ file:
```
10
C2H6BrN (ωB97M-V with the def2-TZVPD basis set)
C -0.40 0.98 0.75
C 0.19 -0.35 0.43
N -0.18 -0.73 -1.38
Br 0.69 -2.30 -1.83
H -0.06 1.27 1.75
H -0.07 1.74 0.05
H -1.49 0.94 0.75
H 1.27 -0.38 0.44
H -0.26 -1.21 0.91
H 0.30 0.04 -1.85
```

Okay, here come the Löwdin numbers, in e, for every atom:
1. C -0.156
2. C -0.174
3. N -0.456
4. Br 0.452
5. H 0.076
6. H 0.069
7. H 0.073
8. H 0.069
9. H 0.069
10. H -0.021